60
Properties=species:S:1:pos:R:3 method="wB97M-V/def2-TZVPD" e_tot_ev=-160625.5088 smiles="N#CO[C@]1(S(=O)(=O)F)C[C@@H](c2ccccn2)OS(=O)(=O)[C@H]1Br.CCOS(C)(=O)=O.CCOS(C)(=O)=O" homo_ev=-10.35 largest_force_ev_per_a=6.2
N 4.6078 1.3790 1.3273
C 4.0367 1.6638 0.3763
O 3.1631 1.7202 -0.6598
C 1.8189 2.0306 -0.2682
S 1.7136 3.9084 -0.2490
O 2.6980 4.4165 0.7034
O 0.4075 4.3598 0.2248
F 2.1320 4.5447 -1.6970
C 1.3976 1.5824 1.1742
C 1.3705 -0.0053 1.1974
C 1.9080 -0.5130 2.5613
C 2.7774 -1.6792 2.5835
C 3.4001 -2.2545 3.7891
C 3.0413 -1.4960 5.0195
C 2.1523 -0.3515 4.8334
N 1.5971 0.1531 3.7079
O 0.0193 -0.4200 0.8823
S -0.2510 -0.0045 -0.6799
O -0.0209 -1.2082 -1.4928
O -1.6346 0.3959 -0.9077
C 0.8638 1.3344 -1.3357
Br -0.2744 2.5566 -2.3723
H 0.3221 1.9178 1.3044
H 1.9574 2.0595 2.0152
H 2.1040 -0.3682 0.4110
H 3.0048 -2.1694 1.5981
H 4.0822 -3.1307 3.7842
H 3.4528 -1.7880 6.0169
H 1.9030 0.2094 5.7769
H 1.5239 0.8282 -2.0994
C 1.3876 -7.2723 -2.3727
C 0.1688 -6.7708 -3.1248
O 0.0600 -5.3431 -3.0795
S 1.0756 -4.4725 -3.9752
C 0.2830 -2.9105 -3.7651
O 0.9511 -4.8846 -5.3440
O 2.3489 -4.4262 -3.3163
H 2.3110 -6.9454 -2.8526
H 1.3975 -8.3633 -2.3383
H 1.3978 -6.8823 -1.3531
H 0.1732 -7.1182 -4.1611
H -0.7311 -7.1694 -2.6542
H -0.7002 -2.9427 -4.2305
H 0.9045 -2.1594 -4.2514
H 0.2056 -2.6937 -2.7026
C -3.2111 5.4172 2.0503
C -3.1434 4.8677 0.6377
O -3.9067 3.6618 0.4950
S -5.5099 3.7709 0.4648
C -5.8386 2.1085 -0.0321
O -5.8924 4.6600 -0.5936
O -5.9879 3.9453 1.8042
H -4.2221 5.7409 2.3015
H -2.5481 6.2771 2.1615
H -2.9280 4.6513 2.7751
H -3.4693 5.6130 -0.0925
H -2.1087 4.6154 0.4020
H -5.4493 1.9516 -1.0358
H -6.9194 1.9724 -0.0216
H -5.3727 1.4294 0.6796